25
Properties=species:S:1:pos:R:3:lowdin_charge:R:1 method="wB97M-V/def2-TZVPD" de_lowest_kcal_mol=73.0 total_charge=+1 gap_ev="7.4 / 7.0" lumo_energy_ev="-5.58 / -5.82" energy_ev=-37876.614
C 0.654 -1.597 0.408 0.00
C -0.351 -1.700 -0.486 -0.08
C -0.340 0.377 0.124 0.02
C -3.424 -0.704 -0.593 -0.05
C 1.711 1.644 2.226 -0.03
C -2.168 -0.492 -1.543 -0.10
C 1.812 0.350 1.427 -0.06
N 0.657 -0.250 0.835 -0.06
N -0.991 -0.579 -0.646 -0.03
O 1.920 -0.331 -1.546 -0.39
O 1.572 2.065 -1.146 -0.40
S 2.436 0.930 -1.018 0.44
Cl 4.379 1.432 -1.637 0.33
H 1.411 -2.315 0.511 0.13
H -0.571 -2.685 -0.982 0.18
H -0.595 1.424 0.361 0.18
H -4.334 -0.550 -1.239 0.10
H -3.290 0.064 0.292 0.12
H -3.564 -1.681 -0.242 0.04
H 0.930 1.452 2.923 0.09
H 1.304 2.507 1.659 0.10
H 2.703 1.829 2.627 0.10
H -2.202 0.513 -1.919 0.13
H -2.172 -1.334 -2.206 0.12
H 2.513 -0.371 1.812 0.13